No. 1
Entry from the Open Molecules 2025 dataset: a structure of composition C14H28CrS7 (ωB97M-V/def2-TZVPD).

The geometry in ORCA input format:
```
! RIJCOSX wB97M-V def2-TZVPD def2/J DEFGRID3
* xyz 3 2
Cr 0.0016 0.0306 0.0547
C -1.8473 -0.5365 -2.8356
C -0.6419 0.1919 -3.3684
S -0.0059 1.2634 -2.0527
C 1.6845 1.5534 -2.6336
C 2.4385 2.1212 -1.4572
S 2.1881 1.1581 0.0596
C 3.4825 -0.1161 0.0144
C 3.0881 -1.3245 -0.7923
S 1.4586 -1.8702 -0.2131
C 0.8359 -2.7676 -1.6749
C -0.6796 -2.8910 -1.5854
S -1.5207 -1.3095 -1.2334
H -2.1957 -1.3085 -3.5223
H -2.6814 0.1431 -2.6546
H -0.9119 0.8235 -4.2160
H 0.1500 -0.4893 -3.6781
H 1.6473 2.2654 -3.4592
H 2.1048 0.6160 -2.9955
H 2.0836 3.1238 -1.2134
H 3.5110 2.1942 -1.6388
H 3.6680 -0.3686 1.0597
H 4.3896 0.3498 -0.3718
H 3.7962 -2.1402 -0.6414
H 3.0320 -1.1053 -1.8578
H 1.2948 -3.7570 -1.6786
H 1.1519 -2.2330 -2.5701
H -0.9747 -3.5512 -0.7696
H -1.1052 -3.2945 -2.5045
C -0.3008 0.0060 3.7131
C -0.3723 -1.4297 3.2521
S -1.1454 -1.5677 1.6256
C -2.8193 -0.8837 1.8363
C -2.9748 0.6320 1.7537
S -2.0186 1.4098 0.4054
C -1.2997 2.8641 1.2241
C -0.5649 2.5577 2.5174
S 0.4253 1.0287 2.3940
H 0.3351 0.0941 4.5946
H -1.2839 0.3958 3.9653
H -0.9035 -2.0644 3.9616
H 0.6212 -1.8619 3.1071
H -3.1818 -1.2541 2.7974
H -3.4106 -1.3794 1.0686
H -2.7134 1.1201 2.6884
H -4.0197 0.8718 1.5537
H -2.0711 3.6203 1.3744
H -0.6111 3.2501 0.4701
H -1.2366 2.4357 3.3643
H 0.1031 3.3834 2.7628
*
```

The orbital gap (spin up / spin down) comes out at 8.39 / 8.57 eV. For the HOMO energy (spin up / spin down), the calculation gives -19.03 / -18.81 eV. The expectation value of S² is 0.781.

=====

No. 2
Entry from the Open Molecules 2025 dataset: a structure of composition C14H28Cu2O15S3 (ωB97M-V/def2-TZVPD).

The geometry in ORCA input format:
```
! RIJCOSX wB97M-V def2-TZVPD def2/J DEFGRID3
* xyz 0 3
Cu -2.5601 1.0596 0.7911
Cu 1.6864 2.0427 2.7735
S 0.6099 1.4398 0.3732
O -0.6977 0.9720 -0.0703
O 1.1643 0.5805 1.4163
O 1.5066 1.6161 -0.6950
O 0.6231 2.6507 1.1649
S -1.4850 2.3307 3.7911
O -2.0346 3.6529 4.2002
O -1.9399 1.9283 2.5019
O -0.0168 2.2104 3.9337
O -2.1117 1.4677 4.8327
C 5.3920 3.1456 1.1292
C 6.1131 2.3970 2.2011
C 5.0502 2.3187 3.2180
O 3.8036 2.3334 2.4859
C 4.1129 2.4750 1.0987
H 5.8956 2.9970 0.1740
H 5.3035 4.2261 1.2421
H 7.0690 2.8668 2.4330
H 6.3422 1.4403 1.7318
H 5.2146 3.1510 3.9023
H 5.0996 1.4104 3.8186
H 3.3431 2.8862 0.4457
H 4.0440 1.3976 0.9484
C -2.4598 -3.3553 1.6623
C -1.7640 -3.2860 0.3435
C -1.6844 -1.8543 0.0651
O -2.5710 -1.1440 0.9267
C -3.2524 -2.0769 1.6657
H -1.6785 -3.4364 2.4180
H -3.1553 -4.1706 1.8616
H -2.2745 -3.7554 -0.4974
H -0.7656 -3.7221 0.3784
H -2.0614 -1.7985 -0.9561
H -0.7015 -1.3839 0.0892
H -4.2346 -2.2375 1.2211
H -3.3867 -1.5539 2.6125
C -3.2405 -0.4571 -3.3583
C -4.4889 -1.0140 -2.5758
C -4.6768 0.1405 -1.5334
O -3.2971 0.6142 -1.3270
C -2.5938 0.6362 -2.5805
H -3.7181 0.0681 -4.1853
H -2.5377 -1.1166 -3.8676
H -4.3127 -1.9649 -2.0730
H -5.2931 -1.1768 -3.2933
H -5.0350 -0.3624 -0.6352
H -5.3550 0.9244 -1.8705
H -1.5071 0.6160 -2.4986
H -2.9461 1.5905 -2.9720
C 1.3532 -0.7210 -2.9902
C 2.3649 -1.2889 -1.8889
O 2.3594 -2.6763 -2.1890
S 1.0970 -3.2300 -3.1042
O -0.0747 -3.2751 -2.2587
O 1.5145 -4.3528 -3.9146
O 1.1587 -1.7589 -3.8529
H 1.7631 0.2233 -3.3484
H 0.3863 -0.5441 -2.5190
H 2.1420 -1.1413 -0.8322
H 3.3995 -0.9544 -1.9643
*
```

The orbital gap (spin up / spin down) comes out at 8.24 / 5.51 eV. For the HOMO energy (spin up / spin down), the calculation gives -8.24 / -8.22 eV. The expectation value of S² is 2.015.

=====

No. 3
Entry from the Open Molecules 2025 dataset: the ion C14H28IN4O2 with charge +1 (ωB97M-V/def2-TZVPD).

The geometry in ORCA input format:
```
! RIJCOSX wB97M-V def2-TZVPD def2/J DEFGRID3
* xyz 1 1
C 7.7913 -1.9227 -0.0126
C 6.9654 -0.7796 -0.7967
C 6.0646 0.1274 0.2179
C 4.7798 0.7835 -0.5129
C 3.4041 0.3808 0.2207
C 2.4693 1.6447 0.5989
C 1.1517 1.0155 1.3333
C -0.1984 1.3565 0.4885
C -1.3518 0.2197 0.6846
N -2.6030 0.8306 1.2422
C -3.8013 0.4512 0.4682
N -4.7806 -0.3939 1.1831
C -4.7379 -1.8158 0.7039
C -6.2808 -2.3327 0.7020
N -6.6286 -3.5971 0.6577
N -4.0418 0.8654 -0.7893
O -3.1368 1.6762 -1.4228
C -5.2680 0.5302 -1.5738
C -4.8924 0.0977 -3.0868
O -5.7228 0.4116 -3.9786
I -3.0760 -0.9359 -3.6733
H 7.3065 -2.1722 0.9985
H 7.8381 -2.9060 -0.6024
H 8.8622 -1.5783 0.2229
H 7.7347 -0.0969 -1.3242
H 6.2952 -1.3058 -1.5602
H 5.7778 -0.4728 1.1591
H 6.7904 0.9509 0.5878
H 4.7331 0.3152 -1.5704
H 4.9332 1.9113 -0.5940
H 2.7848 -0.2569 -0.5159
H 3.6182 -0.1667 1.2064
H 3.0808 2.3085 1.3005
H 2.1814 2.2842 -0.3170
H 1.2627 -0.0950 1.5663
H 1.0711 1.5954 2.3323
H -0.5391 2.3900 0.8814
H 0.0652 1.5236 -0.6202
H -1.4897 -0.3161 -0.3185
H -0.8906 -0.5380 1.4266
H -2.5820 1.8610 1.2447
H -4.5307 -0.3830 2.1870
H -4.1197 -2.5078 1.3928
H -4.3797 -1.9229 -0.3846
H -7.1018 -1.5235 0.7898
H -7.6726 -3.5819 0.6928
H -3.4509 2.5909 -1.1913
H -5.9798 -0.1971 -1.0631
H -5.8547 1.5230 -1.6853
*
```

The orbital gap comes out at 7.79 eV. For the HOMO energy, the calculation gives -12.21 eV.

=====

Results for E_tot: -119215.4180, -167462.9349, -33114.8369 (in eV, following the order of the records).